# 1
41
Properties=species:S:1:pos:R:3 method="wB97M-V/def2-TZVPD" energy_ev=-62335.9626 total_charge=-1
C -0.579 -0.905 -2.471
C -1.495 -0.726 -1.275
C -0.891 -1.314 -0.052
N -0.415 -1.818 0.894
C -2.895 -1.261 -1.492
C -3.639 -0.707 -2.566
C -5.019 -0.677 -2.507
C -5.668 -1.292 -1.413
N -7.014 -0.943 -1.128
O -7.558 -1.411 -0.103
O -7.591 -0.147 -1.907
C -4.940 -2.092 -0.515
C -3.546 -2.093 -0.576
H -1.101 -0.628 -3.389
H 0.301 -0.275 -2.329
H -0.269 -1.949 -2.542
H -3.132 -0.248 -3.424
H -5.601 -0.128 -3.244
H -5.471 -2.643 0.257
H -2.967 -2.720 0.119
F -2.988 0.937 1.106
C -1.847 1.464 0.566
F -1.899 2.825 0.699
F -0.784 1.006 1.255
S -1.703 1.118 -1.189
N 2.403 0.424 1.596
C 2.856 1.691 1.288
O 2.183 2.678 0.967
C 4.363 1.660 1.430
C 4.831 0.383 1.637
C 6.154 0.094 1.984
C 6.994 1.187 2.237
C 6.561 2.500 1.985
C 5.268 2.735 1.500
S 3.476 -0.791 1.520
O 3.506 -1.620 2.700
O 3.484 -1.457 0.236
H 6.480 -0.939 2.074
H 7.983 1.012 2.646
H 7.238 3.331 2.197
H 4.933 3.739 1.230

# 2
34
Properties=species:S:1:pos:R:3 method="wB97M-V/def2-TZVPD" smiles=N#Cc1cccc(C#N)c1-n1cc(C2CC2)nc1-c1cnco1 relative_energy_kcal_mol=43.0 energy_ev=-27301.1625
N -1.836 -2.501 1.831
C -1.910 -1.499 1.165
C -2.219 -0.186 0.671
C -3.478 0.242 1.053
C -3.972 1.322 0.360
C -3.132 2.268 -0.220
C -1.824 1.897 -0.452
C -1.016 2.727 -1.252
N -0.440 3.465 -1.914
C -1.355 0.628 -0.007
N -0.020 0.206 -0.331
C 0.233 -0.728 -1.407
C 1.454 -1.125 -1.120
C 2.132 -1.987 -2.020
C 1.594 -3.407 -2.307
C 2.745 -3.233 -1.399
N 2.059 -0.510 0.031
C 1.102 0.293 0.444
C 1.322 1.232 1.466
C 2.502 1.751 1.902
N 2.312 2.546 2.992
C 1.045 2.490 3.298
O 0.366 1.748 2.351
H -4.135 -0.399 1.573
H -5.039 1.510 0.480
H -3.594 3.290 -0.536
H -0.468 -1.150 -2.213
H 2.886 -1.457 -2.597
H 0.651 -3.716 -1.829
H 1.645 -3.566 -3.452
H 2.550 -3.361 -0.277
H 3.741 -3.343 -1.816
H 3.457 1.655 1.330
H 0.645 2.898 4.200

# 3
42
Properties=species:S:1:pos:R:3 method="wB97M-V/def2-TZVPD" energy_ev=-84410.3991 total_charge=-2
Ba -0.635 -0.767 -0.702
Cl 1.232 1.903 -1.074
C 1.452 2.537 -2.672
C 2.301 3.621 -2.799
C 2.526 4.194 -4.040
C 1.885 3.663 -5.148
C 1.040 2.578 -5.003
Cl 0.279 1.977 -6.444
C 0.769 1.943 -3.764
S -0.284 0.596 -3.643
H 2.783 4.010 -1.912
H 3.190 5.042 -4.142
H 2.034 4.082 -6.134
F 3.564 -5.254 3.908
C 3.026 -4.396 3.009
C 3.682 -4.102 1.828
F 4.874 -4.683 1.578
C 3.136 -3.225 0.915
F 3.824 -2.971 -0.217
C 1.886 -2.577 1.103
O 1.375 -1.768 0.267
C 1.260 -2.918 2.334
F 0.069 -2.354 2.614
C 1.804 -3.790 3.250
F 1.153 -4.062 4.398
C -2.197 0.707 3.052
C -2.596 1.147 1.631
C -2.455 2.678 1.528
C -4.066 0.763 1.383
O -1.792 0.528 0.707
H -2.811 1.180 3.826
H -1.150 0.964 3.223
H -2.298 -0.377 3.130
H -3.092 3.204 2.246
H -2.721 2.996 0.517
H -1.414 2.954 1.708
H -4.745 1.213 2.116
H -4.159 -0.324 1.431
H -4.359 1.088 0.383
S -3.623 -5.191 -1.685
C -2.706 -3.879 -1.442
N -2.042 -2.929 -1.266

# 4
39
Properties=species:S:1:pos:R:3 method="wB97M-V/def2-TZVPD" energy_ev=-56769.2350 total_charge=-1
C -0.443 -1.278 2.599
C -1.157 -0.188 1.830
C -0.160 0.917 1.705
N 0.706 1.695 1.813
C -2.479 0.353 2.445
C -3.491 -0.624 2.526
C -4.812 -0.249 2.705
C -5.112 1.112 2.858
C -4.118 2.085 2.747
C -2.780 1.708 2.547
H -0.947 -2.256 2.577
H 0.565 -1.383 2.162
H -0.354 -0.886 3.610
H -3.262 -1.681 2.312
H -5.586 -1.026 2.709
H -6.138 1.397 3.124
H -4.377 3.143 2.791
H -1.967 2.430 2.421
F -3.181 1.337 -0.598
C -1.921 0.767 -0.621
F -1.666 0.327 -1.876
F -1.026 1.758 -0.351
S -1.947 -0.798 0.338
N 1.328 -0.052 -1.437
C 1.376 -0.999 -2.417
O 0.413 -1.657 -2.837
C 2.790 -1.017 -2.897
C 3.618 -0.369 -2.012
C 4.931 -0.043 -2.305
C 5.425 -0.434 -3.566
C 4.597 -1.122 -4.475
C 3.279 -1.432 -4.127
S 2.663 0.291 -0.652
O 2.882 1.715 -0.574
O 2.834 -0.501 0.548
H 5.492 0.516 -1.566
H 6.454 -0.187 -3.822
H 4.981 -1.406 -5.457
H 2.591 -1.962 -4.776

Number 1: gap between HOMO and LUMO 5.6281 eV. Number 2: gap between HOMO and LUMO 7.9179 eV. Number 3: gap between HOMO and LUMO 6.7147 eV. Number 4: gap between HOMO and LUMO 7.6706 eV.